## a
{
  "formula": "C4H6N2O2",
  "method": "ωB97M-V with the def2-TZVPD basis set",
  "symbols": ["C", "C", "C", "C", "H", "H", "H", "H", "H", "H", "N", "N", "O", "O"],
  "coordinates": [[-0.31, -0.43, -0.79], [0.65, 1.35, 0.40], [0.16, -0.06, 0.56], [-0.28, -0.93, 1.71], [-1.27, -1.57, -2.10], [0.25, 0.58, -2.55], [1.29, 1.82, 1.18], [-0.47, 1.90, 0.08], [-1.08, -1.61, 1.33], [-0.35, -0.53, 2.85], [-0.92, -1.52, -1.17], [0.13, 0.67, -1.60], [1.22, 1.44, -0.96], [0.97, -1.11, 1.05]],
  "nbo_charge": [0.42, -0.10, 0.06, -0.09, 0.35, 0.39, 0.24, 0.19, 0.22, 0.20, -0.70, -0.37, -0.36, -0.46],
  "homo_lumo_gap_ev": 10.035,
  "homo_ev": -9.11
}

---

## b
{
  "formula": "C4H6N2O2",
  "method": "ωB97M-V with the def2-TZVPD basis set",
  "symbols": ["C", "C", "C", "C", "N", "N", "O", "O", "H", "H", "H", "H", "H", "H"],
  "coordinates": [[0.77, -0.58, -1.08], [1.38, -1.00, 0.27], [0.24, 1.54, 0.69], [0.34, 0.12, 0.21], [-0.97, -0.12, 0.76], [-2.02, 0.02, -0.07], [-2.13, 0.79, -1.00], [-2.88, -0.76, 0.28], [1.45, -0.24, -1.88], [0.14, -1.22, -1.60], [1.02, -1.79, 0.86], [2.42, -0.77, 0.70], [0.74, 1.73, 1.56], [-0.50, 2.27, 0.31]],
  "nbo_charge": [-0.41, -0.40, -0.08, -0.02, -0.26, 0.59, -0.41, -0.36, 0.24, 0.23, 0.23, 0.23, 0.19, 0.24],
  "homo_lumo_gap_ev": [8.566, 8.576],
  "homo_ev": [-9.86, -9.86]
}

---

The structure with the least stability is b.

---

## a
{
  "formula": "C4H6N2O2",
  "method": "ωB97M-V with the def2-TZVPD basis set",
  "symbols": ["C", "C", "C", "C", "H", "H", "H", "H", "H", "H", "N", "N", "O", "O"],
  "coordinates": [[1.23, -0.70, -1.83], [-0.01, -0.07, 1.50], [-1.44, 0.75, 1.13], [-0.19, 0.38, -0.65], [2.34, -0.61, -2.14], [0.90, -1.47, -2.43], [-0.17, -0.71, 2.16], [0.79, 0.79, 1.58], [-2.44, 0.28, 0.91], [-1.67, 1.52, 1.89], [-0.01, -0.71, 0.21], [-0.85, 1.29, -0.04], [1.32, -1.08, -0.45], [0.20, 0.33, -1.85]],
  "nbo_charge": [0.21, -0.21, -0.22, 0.64, 0.19, 0.15, 0.18, 0.21, 0.21, 0.20, -0.18, -0.52, -0.43, -0.43],
  "homo_lumo_gap_ev": 9.866,
  "homo_ev": -8.91
}

---

## b
{
  "formula": "C4H6N2O2",
  "method": "ωB97M-V with the def2-TZVPD basis set",
  "symbols": ["C", "C", "C", "C", "H", "H", "H", "H", "H", "H", "N", "N", "O", "O"],
  "coordinates": [[0.99, -0.47, -0.78], [-0.23, -1.17, -0.53], [-0.92, -0.34, 0.37], [-0.28, 0.87, 0.39], [1.97, -1.87, -1.97], [3.01, -0.74, -1.22], [-0.44, -2.19, -0.91], [-2.17, -0.05, 1.89], [-2.04, -1.71, 1.45], [-0.54, 2.78, 0.57], [2.07, -0.93, -1.63], [-2.12, -0.72, 1.07], [-0.52, 1.98, 1.12], [0.92, 0.76, -0.21]],
  "nbo_charge": [0.45, -0.39, 0.03, 0.43, 0.39, 0.38, 0.23, 0.38, 0.37, 0.49, -0.84, -0.81, -0.68, -0.42],
  "homo_lumo_gap_ev": 7.873,
  "homo_ev": -7.08
}

---

## c
{
  "formula": "C4H6N2O2",
  "method": "ωB97M-V with the def2-TZVPD basis set",
  "symbols": ["C", "C", "C", "C", "H", "H", "H", "H", "H", "H", "N", "N", "O", "O"],
  "coordinates": [[-1.87, -0.58, -0.14], [-0.01, 1.28, -0.08], [1.08, 0.32, -0.36], [1.50, -0.67, 0.63], [-1.05, -1.42, -0.17], [-2.00, 1.42, 0.39], [1.94, 0.84, -0.75], [0.61, -0.63, 1.33], [2.60, -0.68, 1.03], [0.27, -1.60, -0.72], [-1.30, 0.80, 0.15], [1.32, -1.09, -0.81], [-3.11, -0.51, -0.20], [0.02, 2.51, -0.30]],
  "nbo_charge": [0.54, 0.65, -0.24, -0.27, 0.13, 0.42, 0.23, 0.20, 0.23, 0.31, -0.66, -0.48, -0.52, -0.55],
  "homo_lumo_gap_ev": 10.539,
  "homo_ev": -10.41
}

---

The structure with the least stability is a.

---

## a
{
  "formula": "C5H9P",
  "method": "ωB97M-V with the def2-TZVPD basis set",
  "symbols": ["C", "C", "C", "C", "C", "P", "H", "H", "H", "H", "H", "H", "H", "H", "H"],
  "coordinates": [[2.06, 0.83, 0.11], [2.71, 1.99, -0.05], [1.50, -0.32, 0.23], [1.75, -1.70, -0.42], [-4.11, -0.06, 0.27], [-2.56, 0.70, -0.34], [3.47, 2.41, 0.76], [2.41, 2.56, -0.85], [0.67, -0.19, 0.89], [2.63, -2.02, 0.11], [1.93, -1.49, -1.47], [0.92, -2.35, -0.26], [-4.94, 0.66, 0.30], [-3.90, -0.46, 1.30], [-4.55, -0.56, -0.56]],
  "nbo_charge": [0.09, -0.51, -0.28, -0.62, -1.07, 0.31, 0.22, 0.21, 0.22, 0.22, 0.22, 0.22, 0.25, 0.25, 0.25],
  "homo_lumo_gap_ev": [7.193, 7.146],
  "homo_ev": [-8.04, -8.07]
}

---

## b
{
  "formula": "C5H9P",
  "method": "ωB97M-V with the def2-TZVPD basis set",
  "symbols": ["C", "C", "C", "C", "C", "P", "H", "H", "H", "H", "H", "H", "H", "H", "H"],
  "coordinates": [[-0.05, 1.87, 0.99], [0.40, -0.68, 1.54], [-0.06, 0.65, 0.51], [0.33, -0.25, -1.79], [-0.66, 0.20, -0.71], [0.64, -2.08, 0.70], [-0.43, 2.73, 0.36], [-0.06, 2.22, 2.00], [0.34, -0.58, 2.60], [-0.27, -0.76, -2.47], [0.92, 0.50, -2.30], [1.05, -1.04, -1.48], [-1.35, -0.66, -0.56], [-1.39, 0.88, -1.27], [0.57, -3.00, 1.87]],
  "nbo_charge": [-0.40, -0.60, 0.02, -0.60, -0.48, 0.41, 0.19, 0.21, 0.22, 0.21, 0.21, 0.21, 0.23, 0.22, -0.05],
  "homo_lumo_gap_ev": 9.231,
  "homo_ev": -9.11
}

---

## c
{
  "formula": "C5H9P",
  "method": "ωB97M-V with the def2-TZVPD basis set",
  "symbols": ["C", "C", "C", "C", "C", "P", "H", "H", "H", "H", "H", "H", "H", "H", "H"],
  "coordinates": [[2.04, 0.72, -0.10], [0.76, 1.45, 0.18], [-0.49, 0.68, -0.28], [-0.69, -0.58, 0.46], [-1.33, -1.78, -0.13], [2.27, -0.92, -0.01], [2.87, 1.38, -0.33], [0.67, 1.61, 1.26], [0.79, 2.44, -0.29], [-1.33, 1.37, -0.11], [-0.44, 0.48, -1.36], [-0.60, -0.54, 1.53], [-1.58, -1.63, -1.18], [-2.25, -2.03, 0.42], [-0.69, -2.66, -0.05]],
  "nbo_charge": [-0.65, -0.44, -0.47, -0.08, -0.68, 0.40, 0.22, 0.22, 0.21, 0.22, 0.21, 0.18, 0.21, 0.21, 0.23],
  "homo_lumo_gap_ev": [8.163, 7.341],
  "homo_ev": [-7.66, -7.55]
}

---

The structure with the least stability is a.